{
  "formula": "C3H8O3Si",
  "method": "ωB97M-V/def2-TZVPD",
  "elements": ["O", "Si", "O", "O", "H", "H", "C", "C", "C", "H", "H", "H", "H", "H", "H"],
  "coordinates": [[0.9317, 2.4151, -0.0241], [0.6770, 2.4326, 1.4057], [1.6333, 2.5019, 2.7167], [-0.7601, 2.6829, 2.3304], [2.5954, 2.2003, 2.8375], [-1.5017, 2.9594, 1.8907], [0.0780, 0.5355, -2.0874], [0.8130, -0.5508, -1.9919], [1.7442, -0.9720, -0.9425], [-0.0633, 1.3390, -1.3459], [-0.3200, 0.9482, -2.8895], [0.6098, -1.1130, -2.9044], [1.5749, -0.4706, 0.0386], [2.7789, -0.6581, -1.1570], [1.8853, -2.0985, -0.7757]],
  "forces_ev_per_a": [[0.8, 0.1, -3.6], [-2.5, 1.2, 6.7], [2.4, -1.1, 0.1], [4.8, -1.5, -0.1], [-2.4, 0.7, -0.8], [-2.9, 0.9, -1.9], [1.2, 1.2, 4.7], [-1.2, -0.2, -1.7], [1.4, -1.2, 1.7], [0.7, -1.0, 0.2], [-2.2, 0.4, -4.4], [1.1, -0.7, 0.2], [-0.3, -0.5, -0.6], [-0.3, 0.1, -0.4], [-0.7, 1.5, -0.3]],
  "nbo_charge": [-1.208, 2.366, -1.116, -1.059, 0.536, 0.490, -0.382, -0.207, -0.649, 0.209, 0.178, 0.197, 0.205, 0.225, 0.216],
  "de_lowest_kj_mol": 262.5,
  "orbital_gap_ev": 8.720,
  "homo_ha": -0.3315,
  "e_tot_ha": -634.34340,
  "mol_weight_g_mol": 120.2
}

{
  "formula": "C3H8O3Yb",
  "method": "ωB97M-V/def2-TZVPD",
  "elements": ["H", "O", "O", "C", "C", "O", "C", "Yb", "H", "H", "H", "H", "H", "H", "H"],
  "coordinates": [[3.3311, 2.5782, 0.2853], [3.4595, 1.6514, -0.0869], [0.1344, 1.8602, -0.1903], [-0.9999, 1.3444, 0.3380], [-1.2478, -0.1135, -0.0188], [0.0198, -0.7464, -0.1386], [-0.0443, -2.1743, -0.1871], [1.8318, 0.5262, -0.8038], [-1.8710, 1.9987, 0.1559], [-0.8245, 1.4489, 1.4449], [-1.7885, -0.1899, -0.9745], [-1.8426, -0.6023, 0.7641], [0.9838, -2.5479, -0.2200], [-0.5474, -2.5435, 0.7151], [-0.5944, -2.4901, -1.0833]],
  "forces_ev_per_a": [[0.5, -1.8, -0.6], [-2.4, 0.3, -0.3], [3.9, -1.4, -2.7], [-0.5, 0.5, 2.6], [-1.4, 0.8, -0.1], [1.3, -0.2, -0.2], [-0.3, -0.4, 0.0], [-1.0, 3.6, 2.1], [0.0, -0.5, -0.3], [-0.7, -0.6, -0.5], [0.2, -0.2, 0.1], [0.2, 0.0, -0.2], [-0.2, -0.1, 0.0], [0.2, 0.0, -0.2], [0.1, 0.0, 0.2]],
  "nbo_charge": [0.514, -1.244, -0.941, -0.082, -0.106, -0.663, -0.261, 2.405, 0.199, 0.163, 0.189, 0.210, 0.187, 0.222, 0.207],
  "de_lowest_kj_mol": 13.3,
  "orbital_gap_ev": [7.316, 7.059],
  "homo_ha": [-0.4818, -0.4809],
  "multiplicity": 2,
  "e_tot_ha": -1503.25507,
  "total_charge": 1,
  "mol_weight_g_mol": 265.1
}

{
  "formula": "C3H8O4",
  "method": "ωB97M-V/def2-TZVPD",
  "elements": ["C", "O", "C", "O", "C", "O", "H", "H", "H", "H", "H", "H", "O", "H", "H"],
  "coordinates": [[-1.7928, -1.6274, 2.2081], [-0.8219, -1.7671, 1.1334], [-0.6037, -0.5105, 0.6710], [0.2822, -0.4780, -0.4469], [0.2065, 0.4699, -1.3903], [1.0452, 0.6202, -2.2798], [-2.1274, -2.6469, 2.4637], [-2.6809, -1.0085, 1.9963], [-1.2665, -1.2012, 3.0788], [-1.5146, -0.1020, 0.1926], [-0.2172, 0.2568, 1.3691], [-0.6620, 1.1390, -1.2297], [3.5963, 2.5086, -2.3316], [3.8131, 2.3011, -3.2688], [2.7437, 2.0460, -2.1660]],
  "forces_ev_per_a": [[0.6, -0.9, 0.6], [-0.7, 0.1, 0.7], [-0.8, 2.7, -2.1], [1.6, -1.1, -0.5], [1.3, 0.4, -0.8], [-2.0, -0.5, 2.2], [0.2, 0.5, -0.2], [0.5, -0.1, -0.5], [-0.3, -0.1, -0.2], [-0.4, 0.0, 0.8], [-0.1, -0.8, 0.4], [0.1, -0.1, -0.3], [-0.5, -0.5, -0.8], [-0.3, 0.2, 1.1], [0.8, 0.3, -0.3]],
  "nbo_charge": [-0.275, -0.505, 0.246, -0.501, 0.660, -0.583, 0.212, 0.184, 0.183, 0.127, 0.153, 0.101, -0.956, 0.469, 0.486],
  "de_lowest_kj_mol": 188.5,
  "orbital_gap_ev": 11.459,
  "homo_ha": -0.3974,
  "e_tot_ha": -420.01960,
  "mol_weight_g_mol": 108.1
}

{
  "formula": "C3H8O4",
  "method": "ωB97M-V/def2-TZVPD",
  "elements": ["O", "C", "O", "C", "C", "O", "H", "H", "H", "H", "H", "H", "O", "H", "H"],
  "coordinates": [[1.9766, -3.8850, 3.1355], [1.0770, -3.4484, 2.4573], [0.8796, -2.1985, 2.0190], [-0.3097, -1.9593, 1.2596], [-0.5524, -0.4481, 1.2575], [0.0000, 0.0000, 0.0000], [0.1927, -4.0674, 2.2072], [-1.1981, -2.3353, 1.8026], [-0.3596, -2.3466, 0.2238], [-0.2067, -0.0929, 2.2473], [-1.6035, -0.1243, 1.1320], [-0.3429, -0.4469, -0.8019], [0.2939, -1.2262, 5.4338], [0.5754, -0.2991, 5.6056], [-0.6803, -1.1702, 5.3072]],
  "forces_ev_per_a": [[-0.8, 1.4, -1.2], [-0.4, -1.4, 1.1], [0.8, 0.1, -0.5], [-2.0, 0.5, 1.2], [-0.9, -1.1, -2.3], [1.4, 1.5, 0.3], [0.2, -0.2, -0.1], [0.5, -0.6, -0.1], [0.7, -0.1, 0.7], [0.7, 0.7, -1.2], [0.0, -0.9, 0.8], [-0.1, 0.1, 1.4], [-0.8, 1.0, 0.0], [-0.3, -1.0, -0.2], [1.0, 0.0, 0.2]],
  "nbo_charge": [-0.539, 0.664, -0.502, -0.102, -0.082, -0.745, 0.075, 0.178, 0.187, 0.215, 0.174, 0.475, -0.935, 0.472, 0.464],
  "de_lowest_kj_mol": 213.1,
  "orbital_gap_ev": 10.974,
  "homo_ha": -0.3847,
  "e_tot_ha": -420.01023,
  "mol_weight_g_mol": 108.1
}